[1]
The molecule C15H16N2O4S, computed with ωB97M-V/def2-TZVPD.

```
38
Properties=species:S:1:pos:R:3:forces:R:3:mulliken_charge:R:1
C 0.754370 -0.339825 2.151592 0.16 0.14 -0.01 -0.55
O -0.266407 -1.302857 2.255285 -0.32 -0.08 -0.06 -0.33
C -1.283546 -0.985882 3.178015 -0.29 0.05 -0.11 -0.61
C -2.485107 -0.265139 2.545749 0.36 -0.70 0.17 -0.45
N -2.143716 1.037434 2.022825 -0.36 0.32 -0.75 -0.25
S -2.623519 1.445756 0.467592 0.35 0.23 0.59 1.26
O -3.654193 0.551125 0.024814 0.31 -0.14 -0.04 -0.65
O -2.883774 2.855925 0.489671 0.24 0.00 0.08 -0.76
C -1.108349 1.150821 -0.424534 -0.60 0.48 0.23 0.12
C -0.239599 2.207545 -0.534842 -0.42 0.00 0.07 -0.60
C 1.046727 2.102385 -1.098907 0.44 -0.35 -0.24 -1.06
C 1.436983 0.860916 -1.537419 -0.49 0.19 0.27 -0.15
C 0.533740 -0.218929 -1.422807 -0.20 -0.24 0.03 1.91
C 1.123763 -1.388832 -1.921148 -0.65 0.09 0.28 -0.60
C 0.398772 -2.554053 -1.894698 0.42 0.25 -0.11 -0.62
C -0.909990 -2.497950 -1.379794 -0.19 -0.01 0.07 -0.82
C -1.483308 -1.344133 -0.893902 -0.01 -0.19 -0.07 -0.75
C -0.752359 -0.137176 -0.887458 0.56 -0.24 -0.32 0.37
C 2.483917 -0.998091 -2.370567 0.41 -0.33 -0.22 0.25
O 3.365907 -1.660893 -2.863732 -0.11 -0.05 0.03 -0.66
N 2.591678 0.368681 -2.105896 0.15 0.24 -0.02 0.07
C 3.769678 1.135338 -2.407499 0.15 0.07 -0.05 -1.16
H 1.449786 -0.715585 1.403132 0.08 0.06 0.01 0.15
H 1.279716 -0.224663 3.108431 0.01 0.00 -0.04 0.38
H 0.368581 0.633688 1.835795 0.08 -0.05 0.01 0.23
H -1.638179 -1.941173 3.578172 -0.01 0.12 0.08 0.35
H -0.878481 -0.385354 4.002551 -0.01 -0.05 0.03 0.37
H -2.846563 -0.851758 1.700330 -0.07 -0.15 0.23 0.20
H -3.287766 -0.204175 3.289654 0.00 -0.01 -0.10 0.43
H -2.258932 1.809978 2.657097 -0.06 0.28 -0.05 0.31
H -0.580913 3.163260 -0.167636 0.04 0.13 0.02 0.54
H 1.681818 2.971149 -1.164366 0.08 0.09 -0.01 0.50
H 0.806224 -3.483706 -2.260603 0.05 -0.09 -0.04 0.51
H -1.490597 -3.408601 -1.370001 -0.07 -0.05 0.01 0.40
H -2.501180 -1.345241 -0.538625 -0.04 -0.10 0.02 0.62
H 4.496946 0.454613 -2.849082 -0.04 0.08 0.03 0.37
H 3.540166 1.931740 -3.118193 0.03 -0.01 0.01 0.35
H 4.187704 1.573664 -1.498994 0.02 0.00 -0.03 0.34
```
Positions in Å, forces in eV/Å.

The maximum force is 0.0174 hartree/bohr. For the HOMO energy, the calculation gives -8.48 eV. The value obtained for the orbital gap is 7.841 eV. For the calculated total energy, the calculation gives -37819.91880 eV.


[2]
The molecule C22H24N4O5S at a distorted geometry, computed with ωB97M-V/def2-TZVPD.

```
56
Properties=species:S:1:pos:R:3:forces:R:3:mulliken_charge:R:1
C -8.274166 -0.854351 0.094157 -0.32 -0.09 -0.25 -0.65
O -6.886974 -0.775714 0.376968 0.36 0.06 0.17 -0.30
C -6.067996 -1.210310 -0.597742 -0.23 -0.08 -0.20 0.74
O -6.476815 -1.640229 -1.650233 0.01 0.05 0.11 -0.62
C -4.640273 -1.102875 -0.233561 0.24 0.04 0.10 0.15
C -4.221855 -0.590807 0.992611 -0.12 -0.13 -0.32 -0.86
C -2.878623 -0.510525 1.298796 0.18 0.07 0.17 -0.55
C -1.928880 -0.944504 0.375036 -0.42 0.05 0.10 1.01
N -0.557279 -0.895982 0.609442 0.04 -0.24 -0.41 0.22
C 0.104118 -0.424527 1.692094 0.37 -0.03 0.01 0.61
O -0.393173 -0.011798 2.715969 -0.01 0.04 0.17 -0.68
C 1.629494 -0.449851 1.491555 -0.17 -0.11 0.45 -0.99
N 2.040600 0.247025 0.291110 0.44 -0.54 -0.73 0.13
C 1.511797 1.539912 0.063850 -0.15 0.64 -0.32 0.21
C 1.807976 2.570923 0.946567 0.02 -0.25 -0.06 -0.52
C 1.300432 3.836886 0.724542 -0.07 -0.01 -0.04 -0.86
C 0.503603 4.105837 -0.380839 0.05 -0.03 -0.01 1.01
C -0.057508 5.475129 -0.614624 -0.06 -0.04 0.02 -1.51
C 0.217525 3.066357 -1.257789 0.03 -0.01 0.07 -1.21
C 0.704630 1.792035 -1.037310 -0.06 0.08 0.12 0.29
S 2.428389 -0.714016 -1.020443 0.74 -0.12 0.46 1.35
O 1.343355 -1.626474 -1.310329 0.26 -0.09 0.05 -0.80
O 2.882816 0.133997 -2.076957 -0.03 0.14 0.05 -0.68
C 3.790544 -1.613948 -0.369868 -0.19 0.29 -0.20 1.02
C 3.922115 -2.976910 -0.008565 0.13 0.16 -0.01 0.57
C 2.881395 -4.033965 -0.054990 0.03 -0.14 0.04 -1.26
N 5.151172 -3.204131 0.410517 -0.17 -0.86 0.14 -0.97
N 5.803606 -2.039667 0.331005 -0.43 0.60 -0.28 0.35
C 5.031434 -1.042161 -0.138498 0.07 0.03 0.02 -0.70
C 5.482009 0.354624 -0.321806 0.08 0.13 0.03 -1.35
C -2.345195 -1.455588 -0.856958 0.04 0.04 0.10 -0.27
C -3.686216 -1.533546 -1.156464 -0.20 0.06 0.12 -1.11
H -8.518286 -0.251726 -0.783504 -0.02 -0.05 0.09 0.29
H -8.786704 -0.473604 0.973961 0.04 -0.01 -0.03 0.23
H -8.564338 -1.888955 -0.101760 -0.01 0.10 0.02 0.29
H -4.958095 -0.256662 1.706276 -0.03 0.03 0.07 0.44
H -2.555016 -0.115506 2.247221 0.00 0.00 0.01 0.53
H 0.013845 -1.240942 -0.165774 -0.15 0.12 0.33 -0.03
H 1.973487 -1.483121 1.403955 -0.02 0.00 0.24 0.51
H 2.092511 0.004755 2.373061 -0.12 -0.12 -0.12 0.27
H 2.429381 2.378679 1.807561 0.10 -0.03 0.10 0.38
H 1.533127 4.629672 1.420738 0.02 0.08 0.06 0.34
H 0.494044 6.223687 -0.051574 0.01 0.09 0.01 0.37
H -1.099730 5.509070 -0.296647 -0.06 0.08 0.00 0.29
H -0.022808 5.730432 -1.671428 -0.01 0.08 -0.05 0.38
H -0.405776 3.253393 -2.119853 -0.06 0.02 -0.11 0.38
H 0.472591 0.990871 -1.721383 -0.11 -0.01 -0.10 0.44
H 3.323291 -4.970806 -0.383295 -0.02 -0.07 -0.02 0.47
H 2.461819 -4.192758 0.938540 -0.08 -0.03 0.03 0.28
H 2.085023 -3.736402 -0.731102 -0.02 -0.14 0.02 0.24
H 6.775602 -1.997089 0.596560 -0.15 0.02 -0.06 0.19
H 6.539935 0.390854 -0.572617 0.05 0.06 -0.04 0.49
H 4.897614 0.810861 -1.117225 0.13 0.08 0.00 0.29
H 5.321498 0.928629 0.591047 0.01 0.06 0.04 0.25
H -1.601128 -1.787399 -1.566810 0.06 -0.05 -0.11 0.47
H -4.023926 -1.926805 -2.103218 -0.01 -0.03 -0.07 0.44
```
Positions in Å, forces in eV/Å.

The maximum force is 0.0196 hartree/bohr. For the HOMO energy, the calculation gives -8.54 eV. The value obtained for the orbital gap is 9.053 eV. For the calculated total energy, the calculation gives -50237.35213 eV.


[3]
A structure of composition C4H6S2 at a distorted geometry, computed with ωB97M-V/def2-TZVPD.

```
12
Properties=species:S:1:pos:R:3:forces:R:3:mulliken_charge:R:1
C -1.109994 -0.631652 0.500186 1.33 -0.96 -0.31 -0.18
C -0.164578 0.444674 0.305811 0.04 0.58 -0.09 0.88
C 0.866205 -0.576316 -0.014746 -0.87 -0.12 0.78 -0.67
C -0.527926 1.444215 -0.784290 0.00 -0.08 0.14 -1.30
S -1.850995 -1.997008 0.661643 -0.02 0.41 0.06 -0.31
S 1.939483 -1.193487 1.212136 -0.17 0.29 -0.19 -0.22
H 0.023418 0.949962 1.257432 -0.05 -0.05 -0.06 0.32
H 0.912027 -1.001794 -0.999939 -0.11 0.09 -0.26 0.37
H -0.674039 0.931340 -1.730505 -0.02 -0.03 -0.10 0.33
H 0.278466 2.162130 -0.895241 0.14 0.05 -0.03 0.33
H -1.441024 1.971126 -0.525856 -0.13 0.07 0.01 0.35
H 1.748956 -2.503190 1.013369 -0.13 -0.24 0.05 0.11
```
Positions in Å, forces in eV/Å.

The maximum force is 0.0325 hartree/bohr. For the HOMO energy (spin up / spin down), the calculation gives -6.96 / -6.96 eV. The value obtained for the orbital gap (spin up / spin down) is 6.673 / 6.675 eV. For the calculated total energy, the calculation gives -25912.34715 eV.


The highest maximum force belongs to which entry? C4H6S2